The molecule C19H19ClO3. Source: OMol25; level of theory: ωB97M-V/def2-TZVPD.

Geometry (Å):
C (0.666, 1.325, 1.759)
C (-0.626, 1.584, 1.812)
C (-1.724, 0.564, 1.929)
C (-1.263, -0.842, 1.669)
C (-1.152, -1.771, 2.686)
C (-0.695, -3.058, 2.417)
C (-0.560, -4.048, 3.483)
O (-0.159, -5.178, 3.342)
C (-0.361, -3.417, 1.109)
C (-0.473, -2.509, 0.072)
O (-0.225, -2.786, -1.241)
C (0.284, -4.055, -1.608)
C (1.772, -4.203, -1.307)
C (-0.913, -1.198, 0.360)
O (-1.086, -0.247, -0.594)
C (-0.072, -0.052, -1.573)
C (0.259, 1.418, -1.626)
C (-0.767, 2.355, -1.628)
C (-0.488, 3.708, -1.644)
C (0.832, 4.128, -1.667)
Cl (1.192, 5.819, -1.686)
C (1.868, 3.208, -1.672)
C (1.575, 1.857, -1.646)
H (1.395, 2.113, 1.676)
H (1.051, 0.319, 1.794)
H (-0.972, 2.609, 1.780)
H (-2.160, 0.631, 2.930)
H (-2.505, 0.822, 1.209)
H (-1.408, -1.494, 3.698)
H (-0.865, -3.674, 4.480)
H (-0.033, -4.432, 0.949)
H (-0.294, -4.855, -1.131)
H (0.117, -4.105, -2.687)
H (2.118, -5.172, -1.655)
H (1.965, -4.125, -0.240)
H (2.334, -3.425, -1.819)
H (0.825, -0.625, -1.331)
H (-0.452, -0.395, -2.545)
H (-1.790, 2.013, -1.603)
H (-1.285, 4.435, -1.640)
H (2.892, 3.548, -1.688)
H (2.382, 1.139, -1.640)

Values from the calculation:
charge	0
SMILES	C=CCc1cc(C=O)cc(OCC)c1OCc1ccc(Cl)cc1

A cluster of 3 separate species, H6N6 in total in a non-equilibrium geometry. Source: OMol25; level of theory: ωB97M-V/def2-TZVPD.

Geometry (Å):
H (-0.951, 0.238, -1.518)
N (-1.028, -0.457, -0.748)
N (-1.890, -0.231, 0.089)
N (-2.671, 0.825, 0.012)
H (-3.360, 0.944, 0.735)
H (-2.545, 1.529, -0.717)
N (2.631, 1.021, 0.469)
N (3.438, 0.910, -0.291)
N (1.679, -0.982, 0.524)
H (0.763, -0.934, 0.082)
H (1.592, -1.346, 1.464)
H (2.342, -1.517, -0.098)

Values from the calculation:
energy relative to the best compared isomer or geometry (same formula, charge and spin)	0.0	kcal/mol
charge	0
SMILES	[H]/N=N\N.N#N.N

A structure of composition C5H3Br3O2 in a non-equilibrium geometry. Source: OMol25; level of theory: ωB97M-V/def2-TZVPD.

Geometry (Å):
C (1.728, 0.100, -0.638)
C (1.077, 0.255, 0.531)
C (0.754, 0.102, -1.724)
C (-0.444, 0.275, 0.315)
C (-1.303, -0.625, 1.046)
O (0.952, 0.024, -2.886)
O (-0.510, 0.062, -1.044)
Br (-0.958, 2.253, 0.492)
Br (-1.266, -2.468, 0.375)
Br (-3.230, -0.146, 0.868)
H (2.805, 0.212, -0.831)
H (1.561, 0.597, 1.426)
H (-1.164, -0.641, 2.070)

Values from the calculation:
energy relative to the best compared isomer or geometry (same formula, charge and spin)	0.0	kcal/mol
charge	0

A structure of composition C32H26N5O3PdS3. Source: OMol25; level of theory: ωB97M-V/def2-TZVPD.

Geometry (Å):
Pd (1.269, -2.173, 1.942)
C (-2.646, 1.283, 1.624)
C (-2.209, 2.171, 0.493)
C (-2.271, 3.556, 0.601)
C (-1.906, 4.383, -0.452)
C (-1.477, 3.834, -1.650)
C (-1.398, 2.455, -1.774)
C (-1.742, 1.634, -0.711)
N (-1.627, 0.217, -0.873)
C (-0.616, -0.547, -0.318)
N (1.340, 0.294, -1.526)
C (2.652, -0.144, -1.462)
C (2.956, -0.675, -0.199)
C (4.263, -1.103, 0.091)
C (5.221, -0.982, -0.884)
C (4.877, -0.483, -2.153)
C (3.605, -0.057, -2.481)
C (3.250, 0.498, -3.829)
N (-0.718, -1.771, -0.022)
C (-1.969, -2.415, -0.075)
C (-2.633, -2.650, 1.127)
C (-3.855, -3.304, 1.121)
C (-4.406, -3.735, -0.078)
C (-3.721, -3.519, -1.266)
C (-2.496, -2.862, -1.288)
C (-1.721, -2.670, -2.563)
H (-2.704, 1.846, 2.554)
H (-1.973, 0.440, 1.787)
H (-3.635, 0.862, 1.422)
H (-2.605, 3.992, 1.536)
H (-1.959, 5.458, -0.333)
H (-1.198, 4.472, -2.478)
H (-1.053, 1.996, -2.692)
H (-2.509, -0.283, -0.876)
H (0.781, -0.071, -2.287)
H (4.491, -1.509, 1.067)
H (6.239, -1.292, -0.693)
H (5.648, -0.427, -2.914)
H (4.049, 0.316, -4.547)
H (3.076, 1.576, -3.775)
H (2.339, 0.045, -4.224)
H (-2.158, -2.339, 2.051)
H (-4.364, -3.490, 2.058)
H (-5.356, -4.255, -0.089)
H (-4.137, -3.878, -2.201)
H (-2.247, -3.126, -3.402)
H (-0.741, -3.141, -2.468)
H (-1.573, -1.610, -2.792)
N (1.041, 6.105, 3.204)
C (1.008, 5.089, 2.667)
C (0.973, 3.828, 1.975)
C (1.244, 3.788, 0.609)
C (1.189, 2.587, -0.068)
C (0.844, 1.413, 0.598)
C (0.599, 1.452, 1.966)
C (0.660, 2.655, 2.652)
C (0.769, 0.072, -0.189)
C (1.761, -0.820, 0.565)
H (1.485, 4.702, 0.081)
H (1.383, 2.562, -1.130)
H (0.354, 0.554, 2.518)
H (0.465, 2.673, 3.717)
S (2.572, -3.699, 0.839)
C (1.479, -4.245, -0.323)
N (0.788, -4.642, -1.164)
O (-0.098, -1.231, 3.165)
S (0.170, -2.079, 4.439)
O (1.386, -1.640, 5.072)
O (-1.010, -2.094, 5.265)
S (0.505, -3.843, 3.442)

Values from the calculation:
energy relative to the best compared isomer or geometry (same formula, charge and spin)	0.0	kcal/mol
charge	-1

no.,molecular weight (g/mol),frontier orbital gap (eV),electronic energy (eV)
1,330.8,8.85,-38675.14753
2,90.1,9.66,-9036.23379
3,334.8,8.91,-219454.82365
4,731.2,6.04,-83187.39983